[1]
{
  "formula": "C6H15ClI2InN2O2P",
  "method": "ωB97M-V with the def2-TZVPD basis set",
  "charge": 2,
  "lumo_ev": -9.3,
  "symbols": ["I", "I", "In", "Cl", "P", "O", "O", "N", "N", "C", "C", "C", "C", "C", "C", "H", "H", "H", "H", "H", "H", "H", "H", "H", "H", "H", "H", "H", "H", "H"],
  "positions_angstrom": [[-0.753, -3.238, -5.510], [-2.084, -0.917, -5.915], [0.277, -0.394, 0.474], [0.816, 0.360, 2.625], [2.283, 0.679, -0.457], [-1.757, 0.032, 1.098], [-0.545, -1.346, -2.666], [-3.631, -0.557, 2.074], [-2.455, -2.164, 0.832], [2.612, 0.546, -2.206], [-2.577, -0.899, 1.330], [-3.751, 0.708, 2.742], [-0.271, -1.012, -1.624], [3.656, -0.061, 0.449], [2.234, 2.424, -0.007], [-4.674, 1.204, 2.424], [3.558, 1.061, -2.360], [-4.344, -1.262, 2.214], [2.689, -0.505, -2.487], [-1.650, -2.467, 0.267], [-2.903, 1.380, 2.551], [1.810, 1.028, -2.769], [2.028, 2.534, 1.064], [-3.204, -2.836, 1.015], [3.217, 2.824, -0.255], [3.476, 0.008, 1.528], [4.540, 0.507, 0.165], [1.457, 2.936, -0.586], [3.766, -1.112, 0.161], [-3.819, 0.540, 3.829]],
  "forces_ev_per_a": [[-0.3003, 0.4742, -0.1579], [0.3180, -0.5254, 0.1191], [-0.5019, 1.7460, 2.3292], [0.1248, -0.5485, 0.1073], [0.7004, 0.4228, 0.4770], [2.0970, -0.5268, -1.4714], [0.6838, 0.8963, 1.8261], [0.6633, -1.6518, -0.8925], [0.0424, 0.1440, 0.0913], [-0.2386, -0.1230, 0.0518], [-1.5519, 0.0705, 0.4137], [-0.5229, 1.1008, 0.9748], [-1.6402, -1.8125, -3.0910], [-0.2101, -0.1046, -0.0768], [-0.2728, -0.0822, -0.0263], [0.2161, -0.0384, 0.0242], [0.0685, -0.0258, -0.3518], [0.0082, 0.2355, 0.1809], [0.1462, 0.0849, -0.1490], [-1.1729, 0.2252, 0.5868], [-0.3282, -0.5299, -0.0785], [0.1684, 0.0380, -0.1299], [0.1202, -0.0228, -0.2437], [0.6500, 0.1439, -0.1895], [-0.0011, 0.2254, 0.0439], [0.0900, 0.0508, -0.2317], [0.2419, -0.1125, 0.1241], [0.1978, 0.0213, 0.0925], [0.1434, 0.1568, 0.0483], [0.0605, 0.0677, -0.4011]],
  "nbo_charge": [0.0029, 0.0171, 1.3901, -0.4561, 0.9467, -0.7421, -0.2667, -0.5392, -0.8098, -0.9689, 0.7973, -0.4344, 0.4970, -0.9529, -0.9487, 0.2340, 0.2885, 0.4194, 0.2680, 0.3950, 0.2445, 0.2703, 0.2917, 0.4420, 0.2762, 0.2925, 0.2757, 0.2702, 0.2654, 0.2344]
}

---

[2]
{
  "formula": "C19H31F3NO13P2S",
  "method": "ωB97M-V with the def2-TZVPD basis set",
  "charge": 1,
  "lumo_ev": -5.4,
  "symbols": ["S", "P", "P", "F", "F", "F", "O", "O", "O", "O", "O", "O", "O", "O", "O", "O", "O", "O", "O", "N", "C", "C", "C", "C", "C", "C", "C", "C", "C", "C", "C", "C", "C", "C", "C", "C", "C", "C", "C", "H", "H", "H", "H", "H", "H", "H", "H", "H", "H", "H", "H", "H", "H", "H", "H", "H", "H", "H", "H", "H", "H", "H", "H", "H", "H", "H", "H", "H", "H", "H"],
  "positions_angstrom": [[-0.687, -0.650, -5.907], [1.466, -0.162, 0.248], [0.206, 1.107, 1.509], [-1.704, 1.821, -5.805], [0.565, 1.731, -6.004], [-0.763, 1.262, -7.809], [-1.967, -1.277, -6.169], [-3.482, 0.833, -3.105], [2.468, 7.256, -4.788], [0.168, 2.457, 0.869], [-1.228, -2.635, 1.884], [0.723, -3.540, 1.384], [1.228, 5.449, -5.063], [1.007, 1.263, 2.975], [0.367, -1.445, -6.532], [-3.486, -1.298, -3.759], [-1.303, 0.463, 1.709], [-0.056, -2.521, 7.108], [-0.275, -0.911, 5.611], [1.599, -0.470, -2.509], [1.849, -5.684, 1.633], [-0.266, -0.555, -4.116], [-0.038, 4.782, -5.103], [0.697, -0.339, -1.451], [-1.308, -0.431, -3.039], [1.158, -0.576, -3.818], [-0.938, -3.070, 9.309], [-0.296, -3.332, 2.230], [1.960, -4.178, 1.740], [-0.150, -1.222, 6.769], [1.380, 6.788, -4.987], [-0.191, -0.183, 7.859], [0.189, 7.676, -5.248], [-0.650, 1.136, -6.483], [-0.301, -4.046, 3.553], [-0.772, -0.326, -1.661], [-0.567, 4.705, -6.519], [0.286, -2.990, 8.421], [-2.842, -0.380, -3.348], [2.809, -6.157, 1.850], [0.348, -0.468, 8.760], [-1.391, -2.089, 9.459], [-1.438, -0.237, -0.772], [1.106, -6.083, 2.324], [2.702, -3.821, 1.024], [1.083, -2.386, 8.858], [-0.745, 5.242, -4.410], [0.290, 8.571, -4.635], [-0.678, -3.482, 10.286], [0.158, 4.214, -7.172], [2.608, -0.474, -2.337], [0.179, 7.959, -6.300], [-1.700, -3.704, 8.852], [1.929, -0.645, -4.622], [-1.502, 4.145, -6.547], [-0.858, -4.979, 3.455], [0.697, -3.992, 8.286], [0.694, -4.252, 3.941], [-0.744, 5.700, -6.930], [-1.231, 0.034, 8.106], [-1.280, -0.527, 1.647], [0.287, 0.723, 7.487], [-4.395, 0.595, -2.831], [2.653, 0.607, -0.011], [0.135, 3.770, -4.736], [-0.791, -3.408, 4.289], [1.956, 1.240, 2.719], [1.534, -5.973, 0.628], [-0.764, 7.225, -4.979], [2.300, -3.851, 2.725]],
  "forces_ev_per_a": [[-0.0449, -4.4682, -1.6241], [0.3758, -2.1218, -0.6598], [-1.4466, 4.0765, 0.9220], [2.3560, -1.7418, -1.6883], [-2.7014, -1.5621, -1.3534], [0.2313, -0.2581, 2.3414], [0.5965, 2.2872, 1.1473], [1.5764, -1.1953, 0.7832], [-0.1816, -0.4818, 0.0085], [-0.2499, -1.9767, 0.4649], [0.5715, 0.3459, -0.3248], [-0.0784, 0.6521, -0.4002], [0.3341, -0.4776, 0.3184], [-0.6216, -1.6607, -2.5549], [0.0810, 2.3631, 1.1018], [1.3405, -0.2123, 0.5788], [2.9920, -0.3904, -0.4976], [0.2597, -0.2612, -0.4902], [0.1192, -0.4649, 0.0703], [-2.6018, -0.0351, -0.6598], [-0.1962, -0.1140, 0.0342], [0.4256, 0.6395, 1.8397], [-0.1346, 0.1084, -0.1711], [-1.1442, 0.8935, -0.0826], [2.9565, 0.5090, 0.7477], [-1.9980, 0.1536, 0.2519], [-0.1687, 0.1447, -0.0069], [-0.2419, -0.4310, 0.3931], [0.1728, -0.4097, 0.1288], [-0.2945, 0.3991, 0.1323], [0.0464, 0.6112, -0.2138], [0.5637, 0.1494, 0.1522], [-0.3467, 0.0313, 0.4816], [0.0966, 2.7848, 1.2330], [0.1229, 0.3928, 0.3755], [1.3375, -0.4383, -2.4625], [-0.0613, 0.1658, -0.1639], [-0.1629, -0.0441, 0.3427], [-1.6908, 0.7476, -0.1587], [-0.0331, 0.0492, -0.0203], [-0.1920, -0.0833, 0.0767], [0.0912, -0.0187, 0.0671], [0.6122, 0.0378, -0.9170], [0.1046, 0.0296, 0.0495], [-0.2317, 0.1566, -0.0430], [-0.0877, 0.0812, -0.0573], [0.0153, 0.0874, -0.0959], [0.1748, 0.0048, -0.1949], [0.0053, 0.0043, -0.0580], [-0.0047, -0.0122, 0.0857], [-0.4785, 0.0508, 0.0125], [-0.0018, -0.0170, 0.0405], [0.1109, -0.0500, 0.0249], [-0.8489, -0.0151, 0.7851], [0.0080, 0.0996, -0.0180], [0.0300, 0.0272, -0.0460], [-0.0297, 0.1128, -0.2395], [-0.0088, -0.1611, -0.1090], [-0.0802, -0.0591, 0.0371], [0.0415, -0.0202, -0.0063], [-0.2383, 0.2483, 0.6024], [-0.2380, -0.0241, -0.1143], [0.4221, 0.1928, -0.5795], [-0.9034, 0.1787, -0.0604], [0.2372, 0.1692, 0.0969], [-0.1166, -0.0483, -0.1432], [-0.4762, 0.2878, 0.6696], [0.1048, 0.0568, 0.0137], [-0.0271, -0.0626, -0.2017], [-0.1509, -0.0135, 0.0054]],
  "nbo_charge": [2.0269, 0.1573, 2.0611, -0.3187, -0.3282, -0.2512, -0.8280, -0.6791, -0.5581, -1.0473, -0.6432, -0.5151, -0.5167, -0.9075, -0.8738, -0.4633, -0.9445, -0.5155, -0.5934, -0.4758, -0.6392, -0.3343, -0.0649, 0.0582, 0.0491, 0.1257, -0.6380, 0.8330, -0.0682, 0.8063, 0.7965, -0.7462, -0.7454, 0.7647, -0.7547, -0.2043, -0.6436, -0.0691, 0.7448, 0.2294, 0.2207, 0.2104, 0.2882, 0.2159, 0.1926, 0.1801, 0.1816, 0.2525, 0.2266, 0.2159, 0.4558, 0.2484, 0.2216, 0.2913, 0.2165, 0.2539, 0.1992, 0.2245, 0.2195, 0.2522, 0.5395, 0.2489, 0.5190, 0.0634, 0.1826, 0.2757, 0.4956, 0.2221, 0.2134, 0.1866]
}

---

[3]
{
  "formula": "C3H7N2O2",
  "method": "ωB97M-V with the def2-TZVPD basis set",
  "charge": 1,
  "multiplicity": 3,
  "lumo_ev": [-4.1, -6.6],
  "symbols": ["O", "O", "N", "N", "C", "C", "C", "H", "H", "H", "H", "H", "H", "H"],
  "positions_angstrom": [[1.705, 1.077, 1.327], [1.370, -1.055, 0.954], [-0.699, -2.103, -0.530], [0.981, 0.298, 0.772], [-1.038, -0.972, -0.797], [-0.138, 0.598, 0.161], [-0.383, 1.965, -0.189], [-1.124, -2.980, -0.998], [0.109, -2.314, 0.079], [-1.664, -0.618, -1.698], [0.333, 2.393, -0.793], [2.152, -1.015, 1.666], [-1.377, 2.151, -0.694], [-0.227, 2.575, 0.738]],
  "forces_ev_per_a": [[1.9422, 2.7838, 0.9704], [1.0269, 0.0085, 1.6389], [0.4525, -6.9117, 0.4078], [2.7708, -3.3026, 0.8919], [1.0406, 8.1350, -2.9559], [-5.2292, -2.7749, -1.7746], [-2.5375, 0.7346, 1.0820], [0.4813, 1.7304, 1.0969], [-0.3436, 0.3057, -0.1292], [0.3678, -0.8460, 2.1068], [2.0028, 0.7243, -1.7534], [-2.3467, 0.1418, -2.0470], [1.0041, -0.3297, 0.9266], [-0.6320, -0.3992, -0.4612]],
  "nbo_charge": [-0.2226, -0.5874, -0.6715, 0.1951, 0.1881, 0.3427, -0.7594, 0.4374, 0.4507, 0.2519, 0.2706, 0.5352, 0.2664, 0.3029]
}

---

[4]
{
  "formula": "C3H3NS",
  "method": "ωB97M-V with the def2-TZVPD basis set",
  "lumo_ev": -1.1,
  "symbols": ["S", "N", "C", "C", "C", "H", "H", "H"],
  "positions_angstrom": [[-1.392, 2.186, 0.011], [1.211, -0.259, 0.648], [-0.493, -0.451, -0.275], [1.229, 0.829, 0.104], [-0.253, 0.963, -0.323], [0.008, -1.152, -0.952], [-1.394, -0.745, 0.176], [2.057, 1.562, 0.250]],
  "forces_ev_per_a": [[2.1590, -2.0696, -0.7755], [-2.4568, -3.4319, 0.5993], [2.9530, -1.0266, 0.3494], [-0.3473, 4.3698, -1.2943], [-0.0085, 2.7718, 1.1711], [-0.5744, 0.5211, -0.1082], [-1.0639, -0.7471, 0.6032], [-0.6609, -0.3875, -0.5449]],
  "nbo_charge": [-0.0149, -0.2423, -0.2630, -0.0082, -0.1414, 0.2393, 0.2160, 0.2146]
}

---

[5]
{
  "formula": "B2H32NiO12",
  "method": "ωB97M-V with the def2-TZVPD basis set",
  "multiplicity": 3,
  "lumo_ev": [-1.2, -2.0],
  "symbols": ["Ni", "O", "O", "O", "O", "O", "O", "O", "O", "O", "O", "O", "O", "B", "B", "H", "H", "H", "H", "H", "H", "H", "H", "H", "H", "H", "H", "H", "H", "H", "H", "H", "H", "H", "H", "H", "H", "H", "H", "H", "H", "H", "H", "H", "H", "H", "H"],
  "positions_angstrom": [[-0.211, 1.040, 1.857], [-1.639, -2.447, -0.187], [0.203, -3.509, 1.553], [-1.740, 2.209, 1.131], [3.182, 0.013, -0.125], [-3.818, -0.117, 1.170], [1.026, 2.929, 1.045], [-0.398, -1.850, -3.325], [0.061, 2.967, -2.810], [1.702, 0.478, -2.406], [-1.112, -0.579, 2.710], [-1.610, 1.033, -2.711], [2.493, -2.328, -1.443], [1.909, 0.030, 2.720], [-0.245, 0.036, -0.172], [-2.582, -2.530, -0.332], [-4.280, 0.190, 1.950], [-1.235, 1.901, -2.861], [1.740, -2.817, -1.112], [0.542, 3.789, -2.906], [-1.154, 0.706, -1.935], [2.135, -1.777, -2.138], [2.459, 0.415, -1.823], [0.113, -0.607, 0.616], [-0.595, -2.987, 1.632], [-3.300, 0.636, 0.886], [1.448, -0.932, 2.880], [0.208, 1.005, -0.026], [2.591, 0.104, 0.623], [3.087, -0.900, -0.395], [1.604, 0.656, 3.544], [-1.464, -1.510, -0.275], [1.654, 3.055, 0.333], [0.946, 0.450, -1.820], [-0.699, -1.478, -2.496], [1.523, 0.491, 1.825], [0.731, 2.323, -2.579], [0.110, -3.964, 0.716], [-1.281, 0.132, 0.115], [-0.078, -0.431, -1.131], [-0.661, -1.157, 3.325], [-1.081, -2.475, -3.569], [-1.528, 2.498, 0.243], [-2.582, 2.621, 1.323], [0.743, 3.815, 1.274], [2.982, -0.063, 2.650], [-1.898, -1.063, 2.458]],
  "forces_ev_per_a": [[2.3562, -0.9621, -0.3437], [-0.3630, -0.7276, 0.0405], [0.5394, -0.2380, 0.6704], [-0.5425, 0.4629, 0.4773], [0.5126, 0.8587, -0.3672], [0.0539, -0.3128, 0.1771], [-0.6032, 0.0614, 0.4939], [0.3673, -0.1966, -0.1851], [0.0718, 1.0044, 0.2902], [-0.0742, 0.7022, -1.3733], [-0.4902, 0.3285, 0.5693], [-0.9759, -0.4232, 0.0172], [0.4296, -0.2323, 0.2087], [-0.6063, -0.5569, 1.2124], [-0.3371, -0.1958, 0.5900], [-0.3275, -0.0788, -0.0812], [-0.3227, 0.0003, 0.2239], [0.0449, 0.2761, -0.2803], [-0.2184, -0.1021, 0.1449], [-0.0070, 0.2621, -0.1917], [-0.0504, -0.1011, 0.1163], [-0.3230, 0.2749, -0.5170], [0.4523, 0.1106, 0.7751], [1.7562, -2.7080, 2.2394], [-0.1197, 0.0359, -0.4874], [0.3035, 0.0482, -0.3483], [-1.6464, -3.6432, 0.3323], [1.8182, 3.7746, -0.2736], [0.0105, -0.0437, 0.4025], [-0.0618, -0.8675, -0.1509], [-1.1334, 2.8188, 3.5521], [0.1170, 0.4350, 0.0347], [0.3673, -0.4367, -0.2986], [0.0816, -0.2984, 0.1830], [-0.1429, 0.0996, 0.0974], [-1.7085, 1.9915, -3.9963], [0.6847, -0.8136, -0.1711], [-0.2199, 0.0135, -0.1722], [-4.2053, 0.3252, 0.1563], [0.5213, -1.4640, -2.8156], [0.9552, 0.0263, 0.2439], [-0.1528, -0.1538, -0.0681], [0.4169, -0.1370, -0.7244], [-0.2281, 0.1825, 0.5252], [-0.0540, 0.3082, 0.2067], [3.6700, 0.0810, -0.4470], [-0.6162, 0.2105, -0.6876]],
  "nbo_charge": [1.5979, -0.9807, -0.9415, -0.9878, -0.9954, -0.9390, -0.9607, -0.9324, -0.9758, -1.0011, -0.9838, -0.9738, -0.9593, -0.7882, -1.0042, 0.4745, 0.4679, 0.4858, 0.4804, 0.4799, 0.4672, 0.4970, 0.4990, 0.0752, 0.4683, 0.4732, -0.0074, 0.0040, 0.4906, 0.5009, -0.0117, 0.5019, 0.5129, 0.4830, 0.4687, -0.0944, 0.5042, 0.4726, -0.0103, 0.0275, 0.5313, 0.4650, 0.5329, 0.5117, 0.4874, 0.0639, 0.5228]
}

---

Energy above the lowest of the compared OMol25 structures with the same formula, charge and spin values, unit eV, following the record order: 0.000, 0.000, 5.158, 2.896, 0.000.